{
  "formula": "C31H63AlNO9S",
  "method": "ωB97M-V/def2-TZVPD",
  "elements": ["C", "C", "Al", "C", "C", "C", "C", "C", "C", "C", "C", "C", "C", "N", "C", "S", "H", "H", "H", "H", "H", "H", "H", "H", "H", "H", "H", "H", "H", "H", "H", "H", "H", "H", "H", "H", "H", "C", "O", "C", "C", "O", "C", "C", "O", "C", "H", "H", "H", "H", "H", "H", "H", "H", "H", "H", "H", "H", "H", "H", "C", "O", "C", "C", "O", "C", "C", "O", "C", "H", "H", "H", "H", "H", "H", "H", "H", "H", "H", "H", "H", "H", "H", "C", "O", "C", "C", "O", "C", "C", "O", "C", "H", "H", "H", "H", "H", "H", "H", "H", "H", "H", "H", "H", "H", "H"],
  "positions_angstrom": [[-0.8308, 0.9334, 2.5786], [-2.0244, 0.2283, 2.2579], [-3.8152, -0.7829, 1.9136], [-3.9212, -2.6107, 2.8379], [-2.4695, -3.2672, 3.2427], [-1.8059, -4.1862, 2.0328], [-2.6197, -5.6014, 1.8476], [-0.2326, -4.5973, 2.4122], [0.6570, -5.0087, 1.0979], [2.0624, -4.1685, 0.9255], [2.2771, -2.7855, 1.4359], [1.1180, -1.6479, 1.0501], [3.5190, -2.2747, 2.3798], [-5.2307, 0.4217, 2.5454], [-4.7750, 1.6644, 2.0969], [-4.4440, 3.0542, 1.1137], [0.2370, 1.1511, 3.0662], [-4.0957, -0.9948, 0.3386], [-4.4986, -3.3634, 2.1291], [-4.5666, -2.5670, 3.8384], [-2.6566, -3.9886, 4.1734], [-1.7538, -2.4141, 3.6205], [-1.8398, -3.6308, 0.9985], [-3.6848, -5.5684, 2.3397], [-2.7538, -5.8243, 0.7020], [-2.0093, -6.5155, 2.3099], [-0.2207, -5.5412, 3.1426], [0.1824, -3.6988, 3.0365], [0.9443, -6.1673, 1.0782], [0.0329, -4.8431, 0.0941], [2.9861, -4.6926, 0.3823], [0.3676, -2.0904, 0.2417], [1.6243, -0.6674, 0.6573], [0.4761, -1.4796, 2.0421], [4.5421, -2.7608, 2.0790], [3.2349, -2.4707, 3.5223], [3.6053, -1.0904, 2.2777], [2.2357, -7.4147, 3.6086], [3.3975, -7.8943, 2.9510], [4.1068, -6.8755, 2.2481], [5.6208, -7.0408, 2.4216], [6.1153, -6.7249, 3.7303], [5.7347, -7.6057, 4.7967], [6.3438, -9.0135, 4.7131], [5.7497, -9.7577, 3.6494], [6.6883, -10.5551, 2.9385], [1.4304, -7.2658, 2.8864], [1.9262, -8.1694, 4.3388], [2.4398, -6.4868, 4.1535], [3.8118, -5.8737, 2.5879], [3.8505, -6.9762, 1.1883], [6.1102, -6.3290, 1.7469], [5.9599, -8.0287, 2.1085], [4.6473, -7.6354, 4.9019], [6.1102, -7.1346, 5.7096], [6.1338, -9.5524, 5.6477], [7.4254, -8.9240, 4.5906], [7.5937, -9.9860, 2.7054], [6.2275, -10.8484, 1.9904], [6.9345, -11.4508, 3.5095], [-1.1196, 3.1868, -0.2659], [-1.0623, 2.7445, -1.6126], [-2.1873, 3.1550, -2.3876], [-1.7568, 3.5907, -3.7928], [-1.0459, 4.8352, -3.8464], [0.2644, 4.8585, -3.2629], [1.3142, 4.0234, -4.0116], [1.0677, 2.6282, -3.8357], [1.2927, 1.8717, -5.0186], [-1.8160, 2.5675, 0.3030], [-0.1179, 3.0866, 0.1644], [-1.4054, 4.2424, -0.2044], [-2.7284, 3.9794, -1.9042], [-2.8578, 2.2929, -2.4653], [-2.6668, 3.7508, -4.3823], [-1.2022, 2.8064, -4.3089], [0.2178, 4.6018, -2.2015], [0.5811, 5.9046, -3.3034], [2.3081, 4.2362, -3.5936], [1.3048, 4.3070, -5.0663], [0.8365, 2.3540, -5.8888], [0.8117, 0.8975, -4.8890], [2.3615, 1.7252, -5.1776], [-1.3315, 8.3860, -1.5481], [-1.7691, 8.7218, -2.8551], [-2.0628, 7.5813, -3.6601], [-3.3260, 7.8107, -4.4976], [-4.5508, 7.8164, -3.7514], [-4.7550, 8.9132, -2.8495], [-4.9580, 10.2744, -3.5320], [-3.7348, 10.7402, -4.1019], [-3.9150, 11.3685, -5.3648], [-0.2903, 8.0585, -1.5737], [-1.4091, 9.2835, -0.9261], [-1.9665, 7.6138, -1.1008], [-2.1954, 6.6803, -3.0463], [-1.2084, 7.4286, -4.3277], [-3.4159, 6.9712, -5.1965], [-3.2462, 8.7053, -5.1159], [-3.9624, 8.9460, -2.0977], [-5.6730, 8.6738, -2.3053], [-5.2706, 11.0113, -2.7789], [-5.7451, 10.1793, -4.2833], [-4.5737, 10.7781, -6.0094], [-2.9372, 11.4252, -5.8526], [-4.3092, 12.3767, -5.2341]],
  "charge": -1,
  "spin_multiplicity": 1,
  "homo_lumo_gap_ev": 7.66,
  "e_lumo_ev": 2.186,
  "total_energy_ev": -70504.5317,
  "largest_force_ev_per_a": 10.94
}


{
  "formula": "C6H11BrNO3S",
  "method": "ωB97M-V/def2-TZVPD",
  "elements": ["C", "C", "C", "C", "C", "C", "N", "O", "O", "O", "S", "Br", "H", "H", "H", "H", "H", "H", "H", "H", "H", "H", "H"],
  "positions_angstrom": [[2.1317, 0.5858, -1.5899], [-1.0093, 0.8040, 2.2708], [-1.5498, -1.3001, 1.0451], [0.5511, -0.0697, 0.4900], [-0.9540, 0.0831, 0.9162], [0.9432, 0.8003, -0.7462], [2.3936, -0.7185, -1.8007], [-1.8582, 0.6972, -1.8929], [2.8082, 1.5507, -1.9821], [-0.2163, -0.9657, -2.5125], [-0.5033, 0.5012, -2.3946], [0.7264, 2.6713, -0.4081], [-0.1989, 0.2355, 2.8390], [-0.8654, 1.9840, 2.3589], [-2.0090, 0.4970, 2.8040], [-1.2027, -1.7500, 1.9658], [-1.5507, -1.8521, 0.0724], [-2.6988, -1.3529, 1.3746], [1.2662, 0.1095, 1.3316], [0.7518, -1.2124, 0.2040], [-1.3904, 0.6461, 0.1388], [1.5301, -1.1839, -1.7928], [2.9044, -0.7605, -2.6913]],
  "charge": -1,
  "e_above_lowest_kcal_mol": 14.8,
  "spin_multiplicity": 1,
  "homo_lumo_gap_ev": 7.37,
  "e_lumo_ev": 3.330,
  "total_energy_ev": -94911.4771,
  "largest_force_ev_per_a": 3.55
}


{
  "formula": "C3H7NO2",
  "method": "ωB97M-V/def2-TZVPD",
  "elements": ["C", "C", "C", "O", "O", "N", "H", "H", "H", "H", "H", "H", "H"],
  "positions_angstrom": [[-1.0766, -1.1795, 0.0047], [-0.4034, 1.2886, 0.1807], [0.0514, -0.1717, 0.1747], [2.0808, 0.3768, -0.6094], [3.2750, -0.1005, -0.6555], [1.1435, -0.5007, -0.6867], [0.5548, -0.3679, 1.1612], [-1.7042, -0.9195, -0.8453], [-0.6587, -2.1686, -0.1625], [-1.0843, 1.4564, 1.0114], [-0.9280, 1.5182, -0.7449], [0.4465, 1.9617, 0.2756], [-1.6967, -1.1933, 0.8961]],
  "e_above_lowest_kcal_mol": 166.1,
  "spin_multiplicity": 1,
  "homo_lumo_gap_ev": [9.84, 9.07],
  "e_lumo_ev": [-0.643, -0.797],
  "total_energy_ev": -8803.3247,
  "largest_force_ev_per_a": 1.86
}


{
  "formula": "C5H12O",
  "method": "ωB97M-V/def2-TZVPD",
  "elements": ["C", "C", "C", "C", "C", "H", "H", "H", "H", "H", "H", "H", "H", "H", "H", "H", "H", "O"],
  "positions_angstrom": [[-0.1560, 0.4512, 1.9475], [-0.5330, -0.1201, 0.6110], [0.3145, -0.7241, -0.2135], [0.2286, -0.8456, -1.7112], [-1.9774, 0.1170, 0.2187], [-0.8119, 0.0747, 2.7370], [-0.0434, 1.5295, 1.9929], [0.8167, 0.0384, 2.2500], [1.2321, -1.1611, 0.1822], [-0.1563, -1.8040, -2.0737], [-0.4671, -0.1290, -2.1507], [1.2233, -0.7500, -2.1415], [-2.2880, -0.6521, -0.4824], [-2.0804, 1.1146, -0.2230], [-2.6904, 0.0760, 1.0408], [2.0340, 1.4370, -1.1046], [2.5829, 0.2399, -0.2677], [2.7719, 1.1076, -0.6118]],
  "e_above_lowest_kcal_mol": 25.5,
  "spin_multiplicity": 1,
  "homo_lumo_gap_ev": 9.81,
  "e_lumo_ev": 0.896,
  "total_energy_ev": -7426.2051,
  "smiles": "CC=C(C)C.O",
  "largest_force_ev_per_a": 2.24
}


> What is the formula in the third record?

C3H7NO2


Copy entry 3 word for word.
{
  "formula": "C3H7NO2",
  "method": "ωB97M-V/def2-TZVPD",
  "elements": ["C", "C", "C", "O", "O", "N", "H", "H", "H", "H", "H", "H", "H"],
  "positions_angstrom": [[-1.0766, -1.1795, 0.0047], [-0.4034, 1.2886, 0.1807], [0.0514, -0.1717, 0.1747], [2.0808, 0.3768, -0.6094], [3.2750, -0.1005, -0.6555], [1.1435, -0.5007, -0.6867], [0.5548, -0.3679, 1.1612], [-1.7042, -0.9195, -0.8453], [-0.6587, -2.1686, -0.1625], [-1.0843, 1.4564, 1.0114], [-0.9280, 1.5182, -0.7449], [0.4465, 1.9617, 0.2756], [-1.6967, -1.1933, 0.8961]],
  "e_above_lowest_kcal_mol": 166.1,
  "spin_multiplicity": 1,
  "homo_lumo_gap_ev": [9.84, 9.07],
  "e_lumo_ev": [-0.643, -0.797],
  "total_energy_ev": -8803.3247,
  "largest_force_ev_per_a": 1.86
}